Run i
This record from OMol25 describes a structure of composition H4NO2SSi. The level of theory is ωB97M-V/def2-TZVPD.

Computed properties:
* lowest unoccupied orbital energy: 3.5 eV
* HOMO-LUMO gap: 7.329 eV
* total charge: -1

Last column: Löwdin charge in e.
Positions of all 9 atoms, in Å:
N: 1.23859 0.25584 -0.16102  -0.26
O: 0.40496 -2.22773 -0.54923  -0.43
O: -1.49399 -0.15134 -0.09758  -0.85
Si: -0.20113 0.97656 0.17633  0.18
S: -1.55058 -1.71645 0.15662  0.75
H: 0.78453 -1.33318 -0.41231  -0.15
H: 2.10544 0.69373 0.11377  -0.09
H: -0.51006 1.51825 1.53190  -0.08
H: -0.77776 1.98431 -0.75848  -0.07

---

Run ii
This record from OMol25 describes a cluster of 2 separate species, H4NO2SSi in total. The level of theory is ωB97M-V/def2-TZVPD.

Computed properties:
* lowest unoccupied orbital energy: 3.8 eV
* HOMO-LUMO gap: 7.818 eV
* total charge: -1

Last column: Löwdin charge in e.
Positions of all 9 atoms, in Å:
N: 2.71411 0.57028 0.92694  -0.39
O: -2.04058 -1.20936 0.97157  -0.54
O: 2.69086 -0.72852 -1.10115  -0.60
Si: -1.35434 -0.60192 -0.22568  0.33
S: 2.28355 -0.77057 0.29249  0.56
H: 2.57334 0.43854 1.93717  -0.05
H: -1.27903 -1.10210 -1.72601  -0.08
H: -1.11046 0.93608 -0.26350  -0.08
H: 0.62601 -0.90578 0.15945  -0.14

---

Which of them is the least stable? Correct choice: run ii.

---

Run i
This record from OMol25 describes an isolated molecule of C8H10N2O3. The level of theory is ωB97M-V/def2-TZVPD.

Computed properties:
* lowest unoccupied orbital energy: 0.9 eV
* HOMO-LUMO gap: 9.530 eV
* SMILES: [H]/N=C(\Oc1ccccc1)[N@@+](C)([O-])O

Last column: Löwdin charge in e.
Positions of all 23 atoms, in Å:
H: 2.32471 -2.86898 0.19677  0.08
N: 2.47931 -1.87420 0.07023  0.20
C: 1.48521 -1.13437 0.12692  -0.37
O: 0.24975 -1.39491 0.40267  0.11
C: -0.91077 -0.67132 0.14215  -0.25
C: -1.49079 -0.75456 -1.11481  -0.01
C: -2.76372 -0.25278 -1.30127  -0.07
C: -3.45349 0.31586 -0.24218  -0.09
C: -2.85879 0.40517 1.00421  -0.08
C: -1.58257 -0.09195 1.20730  -0.01
N: 1.86904 0.44815 -0.06581  -0.35
C: 3.32009 1.03434 -0.38003  0.06
O: 1.00006 0.98708 -0.80596  -0.12
O: 1.68431 0.85366 1.34954  -0.03
H: -0.94240 -1.20790 -1.92688  0.13
H: -3.22799 -0.32582 -2.27356  0.11
H: -4.45891 0.68133 -0.38704  0.10
H: -3.39527 0.84700 1.82935  0.10
H: -1.11444 -0.05912 2.17938  0.12
H: 3.50557 0.83433 -1.42625  0.08
H: 3.20624 2.09398 -0.18909  0.09
H: 4.03245 0.55359 0.27533  0.08
H: 1.04238 1.58143 1.32905  0.11

---

Run ii
This record from OMol25 describes a cluster of 2 separate species, C8H10N2O3 in total. The level of theory is ωB97M-V/def2-TZVPD.

Computed properties:
* lowest unoccupied orbital energy: 0.1 eV
* HOMO-LUMO gap: 7.810 eV
* SMILES: [O-]/[N+](O)=C1/C=CC=CC1.CN=C=O

Last column: Löwdin charge in e.
Positions of all 23 atoms, in Å:
O: 0.00852 1.17287 -2.08301  -0.03
N: 0.72648 0.21577 -1.78236  -0.23
O: 2.07896 0.33827 -2.38378  0.09
C: 0.47950 -0.81386 -0.98872  -0.21
C: 1.44538 -1.75396 -0.52114  -0.01
C: 1.07979 -2.51047 0.55861  -0.09
C: -0.18051 -2.51833 1.28781  -0.10
C: -1.13249 -1.78364 0.70951  -0.09
C: -0.89243 -0.85026 -0.46370  -0.12
H: 1.98974 1.05171 -2.89621  0.02
H: 2.45037 -1.90331 -0.92401  0.12
H: 1.89627 -3.12535 1.07653  0.13
H: -0.20902 -3.11261 2.23048  0.12
H: -2.09711 -1.56128 1.20807  0.12
H: -1.67307 -1.19908 -1.30344  0.18
H: -1.19010 0.13848 -0.18646  0.09
C: -1.27977 3.24793 0.63301  -0.12
N: -0.34658 2.43820 1.25715  0.07
C: 0.25345 1.49835 1.61481  -0.34
O: 1.08636 0.74765 1.99867  0.12
H: -1.18223 4.25310 0.98069  0.07
H: -0.98588 3.28570 -0.49479  0.10
H: -2.32563 2.74412 0.47229  0.12

---

Which of them is the least stable? Correct choice: run ii.

---

Run i
This record from OMol25 describes an isolated molecule of C3H2FNOS. The level of theory is ωB97M-V/def2-TZVPD.

Computed properties:
* lowest unoccupied orbital energy (spin up / spin down): -1.0 / -1.0 eV
* HOMO-LUMO gap (spin up / spin down): 8.751 / 8.750 eV

Last column: Löwdin charge in e.
Positions of all 9 atoms, in Å:
C: -0.31766 -0.83991 -0.05484  -0.16
C: -0.50534 0.53551 0.20009  -0.24
C: -2.48317 -0.77178 0.05860  -0.43
N: -1.48546 -1.50518 -0.27617  0.08
O: -2.93401 1.68023 -0.67368  -0.51
F: -3.69869 -1.25903 -0.07593  0.10
S: -2.22359 1.05967 0.46549  0.99
H: 0.67030 -1.42758 -0.13838  0.14
H: 0.25852 1.15076 0.54013  0.03

---

Run ii
This record from OMol25 describes an isolated molecule of C3H2FNOS. The level of theory is ωB97M-V/def2-TZVPD.

Computed properties:
* lowest unoccupied orbital energy: -0.9 eV
* HOMO-LUMO gap: 9.272 eV

Last column: Löwdin charge in e.
Positions of all 9 atoms, in Å:
C: -1.17961 0.30184 0.23664  -0.19
C: -0.46944 -0.65715 0.82943  -0.21
C: 0.71274 0.82192 -0.71236  -0.37
N: -0.49006 1.15658 -0.61701  0.09
O: 1.63872 -1.73713 -0.38373  -0.50
F: 1.56079 1.60306 -1.57128  -0.01
S: 1.29957 -0.55963 0.40013  0.99
H: -2.24042 0.48022 0.31604  0.11
H: -0.83229 -1.40970 1.50214  0.08

---

Run iii
This record from OMol25 describes an isolated molecule of C3H2FNOS. The level of theory is ωB97M-V/def2-TZVPD.

Computed properties:
* lowest unoccupied orbital energy: 0.6 eV
* HOMO-LUMO gap: 9.433 eV
* SMILES: Fc1ncoc1S

Last column: Löwdin charge in e.
Positions of all 9 atoms, in Å:
F: 0.30595 2.40526 0.01005  0.11
C: 0.39945 1.08375 -0.01530  -0.38
N: 1.57619 0.42421 -0.01115  0.18
C: 1.30136 -0.79469 -0.00306  -0.19
O: -0.02785 -1.03901 0.01280  0.03
C: -0.57173 0.18699 -0.01038  -0.60
S: -2.35889 0.35221 -0.01399  0.82
H: 1.97120 -1.63215 -0.05457  0.14
H: -2.59568 -0.98657 0.08561  -0.11

---

Which of them is the least stable? Correct choice: run i.